Entry 1:
Below is a 6-piece molecular cluster, C24H66N6O6 overall in a non-equilibrium geometry, with properties calculated with ωB97M-V with the def2-TZVPD basis set.

Structure (XYZ):
```
102
Properties=species:S:1:pos:R:3:lowdin_charge:R:1
C -5.1568 -6.6008 1.0568 -0.065
C -4.1004 -6.6844 2.1491 -0.449
C -3.9552 -5.3620 2.8570 -0.228
O -3.3001 -4.4661 1.9873 -0.194
C -3.4436 -3.1116 2.3534 -0.100
N -4.3602 -7.7574 3.1194 0.036
H -5.3696 -7.5865 0.6333 0.073
H -4.8535 -5.9467 0.2402 0.075
H -6.1095 -6.2693 1.4847 0.080
H -3.1455 -6.8694 1.6490 0.139
H -3.3297 -5.5073 3.7526 0.130
H -4.9234 -4.9933 3.2255 0.127
H -4.4116 -2.9553 2.8384 0.080
H -3.2891 -2.4175 1.5325 0.054
H -2.6751 -2.8544 3.1028 0.087
H -4.3408 -8.6428 2.6255 0.068
H -5.3204 -7.6561 3.4398 0.072
C 4.3973 3.4389 5.3838 -0.069
C 4.1090 4.0322 4.0093 -0.461
C 3.0457 3.2601 3.2749 -0.201
O 2.9851 3.7956 1.9473 -0.205
C 2.1950 3.0129 1.0953 -0.120
N 3.7501 5.4521 4.1101 0.047
H 4.5195 2.3551 5.3114 0.074
H 3.5252 3.5871 6.0260 0.080
H 5.2783 3.8926 5.8287 0.073
H 5.0234 3.8992 3.4061 0.138
H 2.0606 3.4472 3.7220 0.139
H 3.3289 2.2076 3.1947 0.126
H 1.1419 2.9881 1.3959 0.095
H 2.5964 1.9885 1.0513 0.078
H 2.2943 3.4275 0.0920 0.076
H 4.5894 6.0122 4.1756 0.072
H 3.2718 5.7149 3.2565 0.063
C 7.8257 7.0815 -2.9922 -0.075
C 6.8225 6.1424 -3.6068 -0.449
C 5.8282 5.5746 -2.6214 -0.248
O 5.2559 4.4195 -3.1526 -0.177
C 4.2382 3.8991 -2.3164 -0.104
N 6.0608 6.8163 -4.6838 0.029
H 8.2671 6.5766 -2.1241 0.076
H 7.3778 7.9985 -2.6039 0.082
H 8.6383 7.3384 -3.6678 0.075
H 7.3831 5.3304 -4.0895 0.138
H 5.0786 6.3629 -2.4300 0.136
H 6.3130 5.4280 -1.6423 0.127
H 3.4288 4.6370 -2.2354 0.092
H 4.6435 3.7264 -1.3133 0.088
H 3.8382 2.9923 -2.7591 0.078
H 6.6006 6.8474 -5.5453 0.069
H 5.3067 6.1901 -4.9653 0.066
C -1.5594 -1.5711 -3.9044 -0.062
C -0.3328 -2.3061 -3.4457 -0.449
C -0.6604 -3.7532 -3.1134 -0.213
O -1.5785 -3.8265 -2.0461 -0.178
C -1.0714 -4.5043 -0.9186 -0.108
N 0.6950 -2.2044 -4.4884 0.045
H -1.3700 -0.5088 -4.0795 0.080
H -2.3638 -1.6163 -3.1654 0.069
H -1.9611 -1.9560 -4.8469 0.084
H 0.0601 -1.8062 -2.5604 0.111
H 0.2983 -4.2060 -2.8047 0.118
H -0.9298 -4.3256 -4.0092 0.130
H -1.8571 -4.5043 -0.1621 0.079
H -0.1903 -3.9626 -0.5456 0.079
H -0.7744 -5.5449 -1.0867 0.094
H 1.5655 -2.5987 -4.1494 0.067
H 0.4283 -2.7006 -5.3307 0.071
C -6.4979 -1.4037 0.5957 -0.072
C -5.7504 -0.4013 1.4443 -0.422
C -4.5250 0.1281 0.7334 -0.258
O -4.8793 0.9120 -0.3692 -0.193
C -3.7616 1.1427 -1.2299 -0.076
N -6.6665 0.7336 1.7716 0.043
H -7.2393 -1.9940 1.1321 0.073
H -5.8444 -2.1010 0.0563 0.076
H -7.0219 -0.9031 -0.2257 0.079
H -5.4128 -0.8798 2.3637 0.119
H -3.8700 -0.7126 0.4663 0.083
H -3.9054 0.7354 1.4162 0.132
H -3.0127 1.7357 -0.6852 0.091
H -4.1385 1.8007 -2.0082 0.089
H -3.3338 0.1967 -1.5517 0.069
H -6.5319 1.4136 1.0285 0.060
H -6.3235 1.1712 2.6202 0.062
C 0.3729 -1.8415 2.0114 -0.044
C 0.0327 -0.9000 0.8712 -0.410
C 1.1501 -0.8243 -0.1580 -0.234
O 0.7319 0.0341 -1.1885 -0.211
C 1.8067 0.4783 -1.9877 -0.100
N -1.2887 -1.2341 0.2921 0.082
H 0.8983 -1.3159 2.8074 0.078
H 1.0302 -2.6406 1.6458 0.079
H -0.4909 -2.3600 2.4225 0.061
H -0.0519 0.1307 1.2319 0.132
H 1.4898 -1.7851 -0.5774 0.125
H 2.0237 -0.4047 0.3723 0.124
H 1.4310 0.8506 -2.9400 0.093
H 2.5343 -0.3138 -2.1860 0.093
H 2.2981 1.3262 -1.4933 0.067
H -1.2634 -2.2261 0.0472 0.043
H -1.3222 -0.8446 -0.6517 0.059
```

**Spin multiplicity**: 1
**Lowest unoccupied orbital energy**: 0.533 eV
**HOMO level**: -9.1 eV
**Net charge**: 0
**Electronic energy**: -1733.8564 Eh
**Structure (SMILES)**: COC[C@H](C)N.COC[C@H](C)N.COC[C@H](C)N.COC[C@H](C)N.COC[C@H](C)N.COC[C@H](C)N



Entry 2:
Below is a 11-piece molecular cluster, C24H67F6N4O19S2 overall in a non-equilibrium geometry, with properties calculated with ωB97M-V with the def2-TZVPD basis set.

Structure (XYZ):
```
122
Properties=species:S:1:pos:R:3:lowdin_charge:R:1
N 4.0674 0.5309 -1.0715 0.358
H 3.2154 0.1103 -0.7290 0.162
H 4.6314 0.8043 -0.2796 0.157
H 3.7845 1.2871 -1.6784 0.162
H 4.6159 -0.1342 -1.5976 0.156
C -2.8139 0.1598 0.2730 -0.670
F -4.0310 0.0485 0.8354 0.101
F -2.9258 0.6381 -0.9312 0.151
F -2.1839 1.0532 1.0428 0.096
S -1.8161 -1.5323 0.2724 0.438
O -2.2564 -2.1816 1.4858 -0.363
O -2.1973 -2.1891 -0.9341 -0.339
O -0.4076 -1.0893 0.3341 -0.410
C -2.4808 6.7890 -2.9380 -0.686
F -3.4487 7.6688 -2.7309 0.120
F -1.3400 7.4060 -2.7391 0.118
F -2.6014 5.7994 -2.0337 0.099
S -2.4944 6.1017 -4.7580 0.414
O -3.7917 5.5099 -4.8836 -0.346
O -2.4133 7.2642 -5.5997 -0.355
O -1.3445 5.2160 -4.8548 -0.364
C -6.0562 5.5854 3.2641 -0.234
C -5.0899 6.7890 3.2098 -0.240
O -5.2205 7.5981 4.3583 -0.065
O -5.6598 4.7357 4.3146 -0.073
H -6.1238 4.9923 2.3521 0.127
H -7.0217 5.9777 3.5835 0.111
H -5.2841 7.3930 2.3236 0.122
H -4.0802 6.3819 3.1562 0.119
H -4.9095 7.1475 5.1468 0.071
H -5.3437 5.2628 5.0520 0.061
C -1.2950 2.9835 8.1444 -0.209
C -1.3182 4.5045 8.6121 -0.199
O -2.4167 5.3665 8.1330 -0.094
O -0.8553 2.9071 6.7741 -0.081
H -2.2864 2.5386 8.2292 0.116
H -0.5504 2.4615 8.7453 0.109
H -0.4055 4.9385 8.2037 0.108
H -1.3435 4.4618 9.7010 0.103
H -2.3286 6.1035 8.7419 0.064
H -1.6626 2.8835 6.2551 0.083
C -3.1425 -5.2582 6.7812 -0.276
C -4.4380 -4.4718 6.6360 -0.221
O -4.1421 -3.1729 6.0766 -0.058
O -2.6644 -5.6742 5.5330 -0.064
H -3.2218 -6.1893 7.3423 0.115
H -2.3311 -4.7568 7.3088 0.115
H -4.8593 -4.4086 7.6393 0.113
H -5.1486 -5.0520 6.0474 0.118
H -3.7914 -3.2827 5.1897 0.077
H -2.4675 -4.9078 4.9893 0.080
C 3.3569 -7.0606 -1.1218 -0.261
C 3.8392 -6.6416 0.2749 -0.207
O 4.9551 -7.5017 0.6242 -0.090
O 4.2503 -6.6130 -2.1185 -0.063
H 2.4219 -6.5270 -1.2925 0.116
H 3.1697 -8.1342 -1.1387 0.123
H 3.0605 -6.6688 1.0371 0.122
H 4.2143 -5.6227 0.1793 0.109
H 5.5914 -7.5379 -0.0936 0.067
H 4.5658 -7.4014 -2.5664 0.084
C 3.4254 -2.1158 5.4017 -0.282
C 3.6092 -1.4732 6.7775 -0.243
O 3.7927 -0.0833 6.5742 -0.062
O 4.5837 -1.9769 4.6700 -0.061
H 2.6800 -1.5481 4.8448 0.124
H 3.1134 -3.1600 5.3878 0.118
H 4.4458 -1.8965 7.3334 0.118
H 2.7122 -1.7150 7.3477 0.113
H 2.9717 0.3535 6.3362 0.089
H 5.2549 -2.4676 5.1499 0.086
C -2.7861 -6.3196 -8.3051 -0.047
C -3.4258 -5.7404 -7.0067 -0.453
C -4.8822 -6.1429 -6.7407 -0.171
O -5.7782 -5.4802 -7.6693 -0.193
C -7.1519 -5.7005 -7.4276 -0.132
N -2.5433 -6.1333 -5.9769 0.006
H -3.5714 -6.2850 -9.0602 0.068
H -2.4148 -7.3418 -8.2316 0.074
H -1.9717 -5.6624 -8.6100 0.069
H -3.4528 -4.6548 -6.9133 0.137
H -5.2734 -5.9575 -5.7404 0.122
H -4.9805 -7.2145 -6.9143 0.121
H -7.4726 -5.3792 -6.4366 0.077
H -7.4884 -6.7361 -7.4747 0.083
H -7.7273 -4.9969 -8.0293 0.087
H -1.6509 -5.6798 -6.1116 0.075
H -2.8532 -5.7195 -5.1093 0.077
C 3.8100 5.4429 2.6552 -0.061
C 5.3474 5.3086 2.7103 -0.435
C 5.9569 6.1655 3.7638 -0.210
O 7.3576 5.9502 3.5707 -0.180
C 8.0509 6.8882 4.3530 -0.145
N 5.6374 3.8375 2.7955 0.039
H 3.5935 6.4853 2.4216 0.081
H 3.4323 5.2492 3.6592 0.077
H 3.3999 4.6965 1.9749 0.077
H 5.6897 5.6459 1.7320 0.131
H 5.7485 5.8070 4.7719 0.132
H 5.7160 7.2273 3.7124 0.130
H 7.9598 6.8172 5.4368 0.087
H 7.9736 7.9398 4.0767 0.087
H 9.1199 6.7170 4.2260 0.083
H 4.9312 3.4486 3.4039 0.054
H 6.5007 3.6870 3.2976 0.054
C 0.9130 0.5369 -9.2482 -0.065
C 0.6216 -0.4764 -8.2205 -0.480
C 1.7129 -0.8570 -7.2179 -0.213
O 2.9558 -1.1875 -7.7954 -0.189
C 3.0411 -2.4502 -8.4871 -0.092
N -0.6014 -0.0548 -7.5068 0.042
H 1.8531 0.3046 -9.7486 0.078
H 0.9855 1.5245 -8.7927 0.088
H 0.1353 0.5880 -10.0102 0.086
H 0.3063 -1.4040 -8.6983 0.124
H 1.3182 -1.6569 -6.5915 0.121
H 1.8369 0.0416 -6.6135 0.124
H 3.9286 -2.6283 -9.0942 0.084
H 2.1962 -2.5891 -9.1617 0.074
H 2.9073 -3.2892 -7.8042 0.079
H -0.8901 -0.6580 -6.7498 0.068
H -0.3444 0.7796 -6.9991 0.069
```

**Spin multiplicity**: 1
**Lowest unoccupied orbital energy**: -0.668 eV
**HOMO level**: -5.4 eV
**Net charge**: -1
**Electronic energy**: -3998.5446 Eh



Q: What is the spin multiplicity in the second record?
A: 1



Q: Among the records above, which one has the lowest lowest unoccupied orbital energy?
A: C24H67F6N4O19S2